(1)
Here is an isolated molecule of C4H9ClO at a distorted geometry from the Open Molecules 2025 dataset. Energies are from ωB97M-V with the def2-TZVPD basis set.

The SMILES is CC[C@H](Cl)CO. The total energy comes out at -18863.0719 eV. The value obtained for the max |F| is 0.0600 Eh/bohr. The orbital gap comes out at 0.4059 Eh. Its HOMO energy is -10.23 eV. Its LUMO energy is 0.82 eV.

Structure (XYZ):
```
15
Properties=species:S:1:pos:R:3:forces:R:3
Cl 0.30328 2.04056 -0.00212 0.30 -0.02 0.82
O 2.64865 0.25951 -0.07765 2.17 0.81 -0.95
C 1.44296 -0.34488 -0.24120 -2.51 -1.33 1.05
C -1.00449 -0.20874 0.66967 -1.04 2.88 0.34
C 0.39855 0.36063 0.72067 1.30 -0.67 -1.87
C -1.82058 0.09182 -0.62446 -1.43 -1.03 0.52
H -2.20602 1.12984 -0.56488 0.45 -0.64 -0.42
H 0.98867 -0.37813 -1.24029 0.38 0.61 -0.21
H -1.00174 -1.21742 0.87433 0.26 -2.47 0.39
H 3.25500 -0.30718 -0.58707 0.13 0.76 0.43
H -1.20284 -0.08456 -1.53995 -0.79 0.22 0.66
H -2.79280 -0.58734 -0.62623 2.12 1.18 -0.17
H 0.84787 0.37740 1.72556 -0.37 0.37 -0.36
H 1.66870 -1.40106 -0.03167 -1.13 -0.24 0.60
H -1.52521 0.26954 1.54530 0.17 -0.46 -0.82
```
Positions in Å, forces in eV/Å.

---

(2)
Here is a cluster of 2 separate species, C4H9ClO2Si in total at a distorted geometry from the Open Molecules 2025 dataset. Energies are from ωB97M-V with the def2-TZVPD basis set.

The SMILES is C[Si](C)=O.CC(=O)Cl. The total energy comes out at -28788.2697 eV. The value obtained for the max |F| is 0.0671 Eh/bohr. The orbital gap comes out at 0.3528 Eh. Its HOMO energy is -9.50 eV. Its LUMO energy is 0.10 eV.

Structure (XYZ):
```
17
Properties=species:S:1:pos:R:3:forces:R:3
Cl -1.94153 -1.25572 -2.17383 -3.04 -1.01 -0.14
Si -0.06608 -0.03428 1.10024 0.77 0.19 0.06
O -0.53621 0.21411 -0.35431 -0.05 0.38 3.01
O 0.47942 -1.24849 -2.17706 0.58 1.69 -0.85
C -0.44718 -0.49522 -2.35432 1.22 -1.15 -0.61
C -0.70798 -0.86471 2.69999 -1.41 1.06 -0.93
C -0.54691 0.90157 -2.91298 1.48 1.53 -2.71
C 1.71067 0.43402 1.58988 -2.26 0.28 -1.37
H 2.25928 -0.00203 0.79168 1.08 -0.41 -0.41
H 0.03077 0.93640 -3.97358 -1.15 -0.31 2.42
H -0.26207 -0.20579 3.49128 -0.50 -1.11 -0.41
H 0.03888 1.55305 -2.23453 -0.48 -0.26 -0.51
H -0.43718 -1.90497 2.69327 1.08 -0.39 0.29
H -1.56551 1.37198 -3.15986 1.40 -1.24 0.92
H -1.80773 -1.00278 2.78733 0.53 0.81 0.04
H 1.88238 1.47848 1.63115 0.07 1.23 -0.49
H 1.91699 0.12438 2.55564 0.69 -1.28 1.69
```
Positions in Å, forces in eV/Å.

---

(3)
Here is a cluster of 2 separate species, C4H9ClOS in total at a distorted geometry from the Open Molecules 2025 dataset. Energies are from ωB97M-V with the def2-TZVPD basis set.

The SMILES is C=C(C)C.OSCl. The total energy comes out at -29697.0063 eV. The value obtained for the max |F| is 0.0564 Eh/bohr. The orbital gap comes out at 0.3359 Eh. Its HOMO energy is -8.61 eV. Its LUMO energy is 0.53 eV.

Structure (XYZ):
```
16
Properties=species:S:1:pos:R:3:forces:R:3
Cl -2.14750 0.08170 -2.69976 -0.32 0.18 -0.04
S -1.37190 -1.78520 -2.47290 0.34 0.18 0.17
O 0.20205 -1.43642 -2.50108 0.93 0.66 2.10
C 1.09970 -0.73077 0.09565 -0.88 0.51 2.21
C 0.37060 1.60102 0.14631 0.68 -0.04 1.47
C 0.39324 0.22564 0.74557 -1.31 -0.59 -0.95
C -0.66164 -0.03641 1.86460 1.36 -0.63 -0.93
H 1.32762 1.61445 -0.34269 0.08 1.00 -0.87
H 0.23688 2.44560 0.84364 0.50 -0.47 0.11
H -1.39121 -0.91070 1.58268 1.14 2.11 0.72
H 1.94566 -0.66143 -0.52580 0.84 1.05 -0.95
H 0.53092 -1.06583 -1.54383 -1.22 -1.01 -2.43
H 1.01110 -1.71540 0.44212 -0.29 -1.48 0.63
H -1.00453 0.99117 2.09352 -0.93 -1.03 -0.08
H -0.50172 1.68579 -0.46597 -0.34 -0.14 -1.00
H -0.03927 -0.30322 2.73793 -0.57 -0.32 -0.14
```
Positions in Å, forces in eV/Å.

---

(4)
Here is a cluster of 2 separate species, C4H9ClSi in total at a distorted geometry from the Open Molecules 2025 dataset. Energies are from ωB97M-V with the def2-TZVPD basis set.

The SMILES is C=[SiH]Cl.C=CC. The total energy comes out at -24691.7673 eV. The value obtained for the max |F| is 0.0621 Eh/bohr. The orbital gap comes out at 0.3137 Eh. Its HOMO energy is -8.48 eV. Its LUMO energy is 0.05 eV.

Structure (XYZ):
```
15
Properties=species:S:1:pos:R:3:forces:R:3
Cl 2.79365 -0.59500 1.28948 0.35 0.08 -0.20
Si 2.73163 -0.68900 -0.76459 -0.11 1.30 -0.37
C 2.82491 0.81669 -1.68693 1.46 -0.81 2.73
C -2.34719 0.93889 0.18819 0.26 -2.29 0.43
C -1.45690 -1.21140 1.00930 1.10 -1.88 0.04
C -1.57310 0.07605 1.16824 0.92 0.87 0.06
H -0.87267 -1.83868 1.72867 -0.70 0.55 -0.82
H -2.26066 1.95636 0.41365 -0.24 1.51 0.23
H -1.01138 0.43073 2.02809 -0.51 0.80 0.02
H -2.07073 0.74163 -0.85580 0.08 0.07 0.32
H -3.33047 0.50381 0.35993 -0.55 0.88 -0.44
H -1.78182 -1.64056 0.07056 -0.31 -0.52 0.13
H 2.43501 0.98318 -2.63449 -0.49 -0.29 -1.80
H 2.45759 -2.17643 -0.95638 -0.07 1.12 -0.46
H 3.46212 1.70373 -1.35793 -1.18 -1.40 0.13
```
Positions in Å, forces in eV/Å.

---

(5)
Here is a cluster of 2 separate species, C4H9F2NO in total at a distorted geometry from the Open Molecules 2025 dataset. Energies are from ωB97M-V with the def2-TZVPD basis set.

The SMILES is CNC(C)=O.FCF. The total energy comes out at -13266.6745 eV. The value obtained for the max |F| is 0.0234 Eh/bohr. The orbital gap comes out at 0.3870 Eh. Its HOMO energy is -9.76 eV. Its LUMO energy is 0.77 eV.

Structure (XYZ):
```
17
Properties=species:S:1:pos:R:3:forces:R:3
F 3.60175 -4.56435 0.56839 0.04 0.01 -0.06
F 5.09003 -4.86598 -1.02942 -0.05 0.02 0.04
O -0.43844 1.20545 -0.82269 -0.61 0.44 0.30
N -1.97127 1.53176 0.80681 -0.46 0.43 0.11
C 4.07086 -4.07859 -0.60686 -0.42 0.97 -0.57
C -1.36833 1.86520 -0.36803 0.40 -0.37 -0.10
C -1.92910 3.09317 -1.05356 0.03 0.32 -0.41
C -1.53323 0.37777 1.56747 -0.01 -0.28 0.33
H -2.15117 0.29082 2.47697 0.26 0.06 -0.42
H 3.26212 -4.06545 -1.36264 0.31 -0.41 0.37
H -1.64237 -0.54817 0.97813 0.10 0.37 0.21
H -2.74336 2.10689 1.15269 0.65 -0.49 -0.29
H -0.47706 0.48091 1.86826 -0.40 -0.07 -0.17
H -1.82966 3.98455 -0.41157 -0.07 -0.35 -0.20
H -2.99497 2.95546 -1.30172 0.38 0.05 0.15
H -1.37011 3.26856 -1.98811 -0.26 -0.12 0.49
H 4.42435 -3.03798 -0.47405 0.11 -0.59 0.22
```
Positions in Å, forces in eV/Å.

---

(6)
Here is an isolated molecule of C4H9F3O2SSi at a distorted geometry from the Open Molecules 2025 dataset. Energies are from ωB97M-V with the def2-TZVPD basis set.

The SMILES is C[Si](C)(C)S(=O)(=O)C(F)(F)F. The total energy comes out at -35253.7684 eV. The value obtained for the max |F| is 0.0405 Eh/bohr. The orbital gap comes out at 0.3222 Eh. Its HOMO energy is -9.09 eV. Its LUMO energy is -0.32 eV.

Structure (XYZ):
```
20
Properties=species:S:1:pos:R:3:forces:R:3
S 1.47542 -0.72118 0.19564 -0.87 -0.70 0.10
Si -1.13078 -0.09206 -0.02263 2.04 0.41 -0.10
F 2.88960 1.08954 -1.28402 -0.02 -0.30 0.05
F 4.12672 0.05440 0.17203 -0.41 -0.17 -0.04
F 2.73212 1.59109 0.80457 0.02 -0.19 0.08
O 1.72848 -1.74032 -0.80591 0.18 0.22 -0.42
O 1.63446 -1.12923 1.58083 0.09 0.39 0.26
C -0.68419 1.72068 0.30910 -0.55 -0.40 -0.03
C -1.95529 -1.06199 1.37130 0.48 0.15 -0.50
C 2.92328 0.56623 -0.04635 -0.71 0.37 -0.05
C -1.38444 -0.61173 -1.82189 0.07 0.06 0.61
H -1.97057 -2.12958 1.15765 0.02 -0.02 -0.13
H -1.40085 -0.92863 2.29842 0.11 0.13 0.01
H -0.14511 2.15830 -0.52941 0.03 -0.16 -0.16
H -0.53657 -0.29676 -2.43091 0.06 0.11 0.14
H -0.03198 1.78932 1.18092 -0.07 -0.15 0.05
H -2.98210 -0.73928 1.53956 -0.07 0.15 -0.11
H -1.55030 2.34898 0.49699 -0.21 0.10 0.05
H -1.45314 -1.69443 -1.91627 -0.03 -0.05 0.12
H -2.28477 -0.17334 -2.24961 -0.14 0.07 0.05
```
Positions in Å, forces in eV/Å.

---

(7)
Here is the ion C4H9FN with charge +1 at a distorted geometry from the Open Molecules 2025 dataset. Energies are from ωB97M-V with the def2-TZVPD basis set.

The SMILES is C[C@]1([NH3+])C[C@@H]1F. The charge is +1. The total energy comes out at -8492.0974 eV. The value obtained for the max |F| is 0.1062 Eh/bohr. The orbital gap comes out at 0.3620 Eh. Its HOMO energy is -13.81 eV. Its LUMO energy is -3.96 eV.

Structure (XYZ):
```
15
Properties=species:S:1:pos:R:3:forces:R:3
F 2.66071 0.41536 -0.38928 0.53 0.10 -0.27
N -1.10466 -0.63742 -0.61838 -0.75 -2.79 -0.56
C 0.13817 -0.02463 -0.05263 3.27 1.43 0.43
C -0.03971 1.50899 0.09695 -4.48 -3.09 -0.47
C 1.82339 -0.58896 -0.28077 -4.76 -1.40 -0.28
C 1.02286 -0.67491 1.01367 -0.87 -2.54 -3.13
H -0.48614 1.83279 -0.88329 0.82 0.60 1.12
H -0.82814 1.59740 0.94242 1.08 0.35 -1.38
H -1.81468 -0.98145 0.04549 0.37 0.56 0.80
H 0.82671 1.92584 0.44321 2.17 1.43 0.30
H -1.69918 -0.06521 -1.24889 1.08 0.24 0.14
H 1.90012 -1.50957 -0.95046 0.42 1.66 0.84
H -0.96696 -1.56285 -1.12418 0.44 1.43 0.23
H 0.71883 -1.70656 1.28151 0.54 0.70 0.21
H 1.50816 -0.09211 1.71152 0.12 1.32 2.03
```
Positions in Å, forces in eV/Å.

---

(8)
Here is a structure of composition C4H9FN2 at a distorted geometry from the Open Molecules 2025 dataset. Energies are from ωB97M-V with the def2-TZVPD basis set.

The total energy comes out at -9983.4344 eV. The value obtained for the max |F| is 0.1426 Eh/bohr. The orbital gap comes out at 0.3522 Eh. Its HOMO energy is -9.10 eV. Its LUMO energy is 0.48 eV.

Structure (XYZ):
```
16
Properties=species:S:1:pos:R:3:forces:R:3
F 0.66050 2.25231 -0.20992 -0.54 -1.22 -0.09
N -0.42162 -0.71535 1.53908 -1.93 -2.17 2.05
N -0.63045 -0.82654 -1.37577 -4.95 -2.71 4.69
C -0.70636 0.50339 0.87026 -2.62 0.04 3.83
C 1.72105 0.05923 -0.03889 0.51 0.68 0.49
C -0.91043 0.39994 -0.57991 0.93 -2.30 -1.88
C 0.36988 0.84800 -0.07892 3.14 2.34 1.25
H -1.41711 1.07872 1.65550 1.98 -0.19 -2.69
H 2.38502 1.17637 0.52792 -1.23 -4.14 -2.06
H -1.46911 1.09729 -1.07187 -1.60 1.99 -0.97
H -0.10670 -1.23671 0.75209 0.10 -1.78 -0.11
H 2.06934 -0.40912 -1.45415 -0.75 1.52 4.77
H -1.55726 -1.45861 -1.46174 2.97 2.17 -0.56
H -0.26659 -0.40488 -2.13724 0.98 0.50 -3.85
H -1.28857 -1.23739 1.98445 2.12 1.66 -1.47
H 1.56841 -1.12665 1.07912 0.89 3.62 -3.41
```
Positions in Å, forces in eV/Å.

---

In order of appearance, ΔE to the lowest compared entry with this formula, charge and spin = 0.913, 3.687, 1.727, 3.691, 0.813, 1.007, 2.660, 8.330 eV.